(1)
Molecular formula: C32H51AuNO4P2SSi
Method: DFT, the ωB97M-V functional and the def2-TZVPD basis

Results
<S²> = 2.014
2S+1 = 3
Net charge = +1
LUMO energy (spin up / spin down) = -3.860 / -5.474 eV
Frontier orbital gap (spin up / spin down) = 6.75 / 5.02 eV
HOMO level (spin up / spin down) = -10.6 / -10.5 eV

Positions of all 93 atoms, in Å:
C1 2.07173 -4.57686 -3.58242
C2 2.55097 -3.49289 -2.85184
C3 2.69947 -2.22486 -3.49505
C4 2.27854 -2.06062 -4.85980
C5 1.77388 -3.19394 -5.55210
C6 1.67452 -4.42198 -4.92453
C7 2.35160 -0.77292 -5.39921
C8 3.04375 0.24389 -4.73159
C9 3.44485 -0.00131 -3.36849
C10 4.08078 1.03145 -2.61564
C11 4.33827 2.25142 -3.22902
C12 3.95786 2.49021 -4.56058
C13 3.31913 1.51269 -5.30068
H1 1.97590 -5.55215 -3.09905
H2 1.48223 -3.05514 -6.59307
H3 1.26167 -5.28016 -5.46100
H4 1.97222 -0.59889 -6.40533
H5 4.83040 3.03716 -2.64881
H6 4.15675 3.46842 -5.00206
H7 3.01091 1.68181 -6.33692
N1 3.06891 -1.15063 -2.75973
Au1 0.91213 -0.49263 -0.98300
C14 2.83383 -3.57411 -1.37034
H8 3.75782 -3.04018 -1.11008
H9 2.89750 -4.61548 -1.02370
C15 4.35614 0.77961 -1.14812
H10 4.80884 -0.20972 -1.00238
H11 5.03278 1.54546 -0.74689
P1 1.46817 -2.77265 -0.42808
P2 2.79912 0.81214 -0.17001
C16 2.34937 2.56613 -0.08072
H12 1.38297 2.64821 0.43787
H13 3.12244 3.13696 0.45873
H14 2.23823 2.96245 -1.10018
C17 3.30426 0.28607 1.48564
H15 3.99108 1.02079 1.93147
H16 2.40299 0.18493 2.10836
H17 3.80579 -0.69112 1.42548
C18 0.03420 -3.77868 -0.87869
H18 0.24789 -4.83503 -0.67682
H19 -0.83790 -3.45677 -0.30129
H20 -0.17757 -3.64889 -1.94644
C19 1.88618 -3.18047 1.28271
H21 1.05694 -2.89826 1.94603
H22 2.06575 -4.26446 1.34683
H23 2.79266 -2.64036 1.58646
C20 0.50311 0.43358 -2.80249
O1 0.16352 1.58278 -2.65942
H24 0.61995 -0.06357 -3.81619
C21 -1.11271 2.40050 4.64196
C22 -1.54752 0.94188 4.58850
C23 -0.35219 0.03207 4.82182
C24 -2.66104 0.65828 5.59322
O2 -2.14235 0.64856 3.30097
Si1 -1.70033 0.69462 1.70994
S1 -0.11117 -0.55053 1.32573
O3 -3.10738 0.28915 0.93310
C25 -3.94401 -0.89712 1.03174
C26 -3.23875 -2.02997 0.30706
C27 -4.21549 -1.27633 2.48370
C28 -5.27077 -0.54440 0.36621
O4 -1.42451 2.29282 1.35290
C29 -2.49714 3.24988 1.08199
C30 -2.93672 3.09593 -0.36874
C31 -3.68612 3.05543 2.01296
C32 -1.89537 4.63113 1.33498
H25 -0.58540 2.59522 5.58563
H26 -1.97963 3.07207 4.60349
H27 -0.43201 2.64918 3.81798
H28 0.07119 0.23097 5.81410
H29 -0.64933 -1.02092 4.78116
H30 0.42930 0.20151 4.07285
H31 -3.50631 1.34087 5.43837
H32 -3.03468 -0.36780 5.47596
H33 -2.30510 0.77992 6.62173
H34 -2.27694 -2.24519 0.78687
H35 -3.85995 -2.93499 0.32563
H36 -3.04775 -1.75523 -0.73489
H37 -4.68647 -0.45161 3.03213
H38 -4.91695 -2.12500 2.50761
H39 -3.30907 -1.59251 3.00997
H40 -5.74897 0.30573 0.87437
H41 -5.12560 -0.28628 -0.69018
H42 -5.95532 -1.40103 0.42207
H43 -3.41346 2.12149 -0.52058
H44 -3.66289 3.88018 -0.62263
H45 -2.07841 3.16655 -1.04151
H46 -3.38405 3.06178 3.06521
H47 -4.40091 3.88045 1.87292
H48 -4.22059 2.12544 1.79528
H49 -1.51288 4.70723 2.36293
H50 -1.06916 4.82937 0.64140
H51 -2.65762 5.40925 1.19629



(2)
Molecular formula: C32H51BI2O14P2
Method: DFT, the ωB97M-V functional and the def2-TZVPD basis

Results
Relative energy (zero: lowest compared OMol25 entry of this formula, charge and spin) = 0.0 kcal/mol
2S+1 = 1
LUMO energy = -0.617 eV
Frontier orbital gap = 8.20 eV
SMILES = CCOCC1=C(COc2ccccc2)C(=O)C(B(O)OC)=C(/C(I)=C(/C)I)C1=O.CCOP(=O)(OCC)OCC.CCOP(=O)(OCC)OCC
HOMO level = -8.8 eV

Positions of all 102 atoms, in Å:
C1 -3.86813 2.08899 1.14144
C2 -2.89711 1.01577 0.62847
O1 -3.43632 -0.27156 0.90376
C3 -2.74145 -1.26987 0.19120
C4 -1.63240 -1.89894 1.00803
C5 -0.37701 -2.04375 0.58056
C6 0.09164 -1.54054 -0.77602
O2 1.45107 -1.79424 -1.04475
C7 2.30215 -0.83389 -0.54593
C8 2.24548 0.50292 -0.93410
C9 3.10807 1.45531 -0.41197
C10 4.08272 1.08368 0.51035
C11 4.16529 -0.25059 0.88652
C12 3.28890 -1.19104 0.36144
C13 0.55615 -2.74475 1.53848
O3 1.37134 -3.54115 1.15640
C14 0.35699 -2.41348 2.98922
B1 1.67224 -2.27886 3.87863
O4 2.23649 -3.41936 4.40292
O5 2.16303 -1.02158 4.00838
C15 3.38000 -0.88638 4.74842
C16 -0.89366 -2.24433 3.42276
C17 -1.18278 -1.95555 4.85141
I1 -0.87986 -3.62845 6.14963
C18 -1.57610 -0.79831 5.35657
C19 -1.84185 -0.45670 6.78740
I2 -1.85816 0.81488 4.01886
C20 -1.99269 -2.38866 2.39202
O6 -3.06790 -2.84931 2.65432
H1 -4.59479 1.59186 1.78158
H2 -4.31411 2.58036 0.28022
H3 -3.34667 2.84916 1.72573
H4 -1.94285 1.09887 1.16664
H5 -2.66118 1.16958 -0.43050
H6 -2.38344 -0.90882 -0.77574
H7 -3.46636 -2.05784 -0.04318
H8 -0.51050 -1.99335 -1.56599
H9 -0.14242 -0.47059 -0.80814
H10 1.49646 0.78801 -1.66706
H11 2.98863 2.47660 -0.75167
H12 4.74008 1.84691 0.90662
H13 4.94491 -0.52896 1.58516
H14 3.41943 -2.21276 0.69646
H15 2.21110 -3.45509 5.36489
H16 3.16251 -0.70056 5.80187
H17 4.07657 -1.70838 4.59583
H18 3.86947 0.01788 4.37979
H19 -1.15484 0.34364 7.07575
H20 -2.85246 -0.05902 6.89718
H21 -1.71712 -1.29506 7.46687
C21 -8.61023 7.70508 -1.45581
C22 -7.88962 6.47483 -0.93719
O7 -8.73330 5.32681 -0.99240
P1 -8.57322 4.20157 -2.16534
O8 -7.11736 4.09673 -2.43396
O9 -8.87609 2.83679 -1.33741
C23 -8.02060 1.69829 -1.45531
C24 -7.11595 1.59828 -0.24631
O10 -10.13467 4.22381 -2.62277
C25 -10.61950 5.29650 -3.43894
C26 -9.77381 5.52312 -4.67465
H22 -8.80301 7.61688 -2.52819
H23 -8.00850 8.60018 -1.29369
H24 -9.57143 7.83140 -0.95619
H25 -6.96291 6.32275 -1.49185
H26 -7.62399 6.62066 0.11130
H27 -7.44092 1.73419 -2.37723
H28 -8.66445 0.81826 -1.51039
H29 -6.52668 2.50493 -0.12027
H30 -6.43744 0.74767 -0.33629
H31 -7.70881 1.47681 0.66177
H32 -10.69832 6.20592 -2.83790
H33 -11.63254 5.02439 -3.73484
H34 -8.75945 5.84159 -4.40747
H35 -10.21447 6.29461 -5.30584
H36 -9.68578 4.60270 -5.25344
C27 9.79636 -1.66334 -4.20006
C28 8.36924 -1.97144 -3.78701
O11 8.27152 -3.27559 -3.21970
P2 8.16299 -3.50012 -1.60543
O12 7.34396 -2.37506 -1.09027
O13 7.13083 -4.75173 -1.52913
C29 6.01248 -4.73140 -0.63824
C30 4.74106 -4.42608 -1.39977
O14 9.39443 -4.56166 -1.50848
C31 10.74467 -4.08733 -1.55483
C32 11.01287 -2.97828 -0.55880
H37 10.44297 -1.57789 -3.32274
H38 9.84346 -0.72081 -4.74699
H39 10.19803 -2.45726 -4.83091
H40 8.00387 -1.20450 -3.10298
H41 7.72294 -1.96095 -4.66634
H42 6.16719 -4.01788 0.17095
H43 5.94375 -5.72364 -0.18798
H44 4.81517 -3.47720 -1.93208
H45 3.88483 -4.38164 -0.72372
H46 4.55386 -5.19708 -2.14891
H47 10.98733 -3.77469 -2.57367
H48 11.37965 -4.94352 -1.32719
H49 10.41916 -2.08629 -0.78991
H50 12.06550 -2.69588 -0.57209
H51 10.74640 -3.29614 0.45014



Question: Which value of 2S+1 does entry 2 give?
Answer: 1



Question: The lowest 2S+1 belongs to which entry?
Answer: C32H51BI2O14P2



Question: The highest 2S+1 belongs to which entry?
Answer: C32H51AuNO4P2SSi